Below is a molecular structure, C21H40NO11S2Si4Ti, with properties calculated with ωB97M-V/def2-TZVPD.

The geometry in XYZ format:
```
80
Properties=species:S:1:pos:R:3:mulliken_charge:R:1
Ti 0.463 0.190 1.302 0.928
O -1.433 -2.532 2.331 -0.374
C -0.921 -2.850 3.600 -0.854
C -0.417 -1.656 4.409 -0.783
N 0.653 -0.901 3.760 0.455
C 0.904 0.378 4.411 -0.787
C 1.896 1.223 3.610 0.525
O 2.570 2.074 4.138 -0.735
O 1.928 0.923 2.332 -0.587
C 1.884 -1.663 3.594 -1.604
C 2.423 -1.577 2.167 0.580
O 3.589 -1.670 1.898 -0.653
O 1.444 -1.422 1.279 0.624
H -2.307 -2.128 2.404 0.227
H -0.112 -3.560 3.419 0.328
H -1.661 -3.376 4.218 0.468
H -0.083 -2.043 5.389 0.351
H -1.237 -0.964 4.597 0.470
H 1.301 0.270 5.431 0.394
H -0.036 0.934 4.459 0.296
H 1.715 -2.718 3.811 0.604
H 2.672 -1.315 4.270 0.275
O -3.605 -0.598 1.712 -0.890
S -2.553 0.383 1.803 1.414
O -2.006 0.613 3.119 -0.816
O -1.452 0.042 0.830 -0.267
C -3.214 1.935 1.222 0.166
C -4.599 2.018 1.273 -0.750
C -5.251 3.202 0.960 -0.677
C -4.511 4.314 0.607 -0.643
C -3.126 4.235 0.552 -0.817
C -2.461 3.053 0.847 -0.393
S -0.687 3.109 0.556 1.377
O -0.286 4.466 0.790 -0.767
O -0.493 2.591 -0.774 -0.553
O -0.120 2.178 1.577 -0.850
H -5.160 1.139 1.556 0.530
H -6.331 3.250 1.000 0.403
H -5.004 5.248 0.369 0.392
H -2.533 5.095 0.275 0.536
C -2.268 1.518 -2.684 -1.099
Si -1.317 -0.099 -2.525 1.143
C -2.571 -1.321 -1.821 -0.848
C -0.986 -0.614 -4.317 -1.237
Si 0.724 -0.206 -1.286 0.682
Si 1.541 -2.387 -1.794 1.054
C 2.960 -3.076 -0.764 -1.333
C 0.207 -3.726 -1.716 -1.310
C 2.207 -2.393 -3.575 -1.175
Si 2.490 1.192 -1.992 0.799
C 4.133 0.311 -1.697 -1.104
C 2.626 2.814 -1.057 -1.137
C 2.305 1.578 -3.833 -1.277
H -3.056 1.329 -3.422 0.479
H -1.665 2.360 -3.011 0.225
H -2.744 1.796 -1.743 0.112
H -3.438 -1.321 -2.490 0.386
H -2.910 -1.004 -0.835 0.057
H -2.209 -2.343 -1.733 0.162
H -1.928 -0.554 -4.869 0.425
H -0.616 -1.632 -4.411 0.279
H -0.269 0.051 -4.800 0.288
H 2.579 -3.526 0.152 0.285
H 3.724 -2.360 -0.475 0.337
H 3.421 -3.868 -1.365 0.431
H -0.387 -3.666 -0.804 0.289
H 0.720 -4.693 -1.724 0.399
H -0.470 -3.700 -2.570 0.334
H 3.010 -1.670 -3.720 0.255
H 1.447 -2.184 -4.322 0.274
H 2.616 -3.385 -3.786 0.407
H 4.247 0.063 -0.639 0.244
H 4.949 0.986 -1.971 0.420
H 4.249 -0.609 -2.268 0.278
H 2.646 2.673 0.026 0.249
H 1.815 3.500 -1.287 0.179
H 3.574 3.282 -1.344 0.474
H 2.260 0.670 -4.437 0.302
H 3.151 2.178 -4.179 0.421
H 1.390 2.146 -4.013 0.303
```

Its HOMO-LUMO gap is 0.2859 hartree. The total energy is -4510.7639 Ha. The HOMO energy is -5.442 eV. As for the total charge: -1. As for the spin multiplicity: 1.


Below is a molecular structure, C29H36HfN5S2Sb at a distorted geometry, with properties calculated with ωB97M-V/def2-TZVPD.

The geometry in XYZ format:
```
74
Properties=species:S:1:pos:R:3:mulliken_charge:R:1
Hf 1.457 0.045 -0.155 0.578
N 4.951 -2.599 0.090 -0.300
C 4.065 -1.649 0.375 0.642
S 3.995 -0.264 -0.693 -0.383
N 3.325 -1.822 1.456 -1.456
N 2.468 -0.818 1.663 0.503
C 1.905 -0.645 2.804 -0.739
C 1.211 0.624 2.986 1.083
C 0.652 0.989 4.202 -0.856
C 0.240 2.298 4.393 -0.417
C 0.420 3.210 3.362 -0.998
C 0.917 2.753 2.154 -0.183
N 1.279 1.487 1.940 -0.066
H 5.612 -2.463 -0.655 0.233
H 5.105 -3.343 0.752 0.278
H 2.073 -1.313 3.642 0.468
H 0.591 0.262 5.002 0.496
H -0.191 2.613 5.334 0.496
H 0.176 4.255 3.490 0.468
H 1.058 3.435 1.324 0.552
S 1.863 -4.326 -1.187 -0.309
C 1.221 -4.456 0.422 1.112
C 1.167 -5.581 1.234 -0.656
C 0.568 -5.456 2.472 -0.664
C 0.024 -4.235 2.881 -0.809
C 0.079 -3.119 2.072 -0.549
C 0.701 -3.223 0.830 -0.681
N 0.841 -2.217 -0.120 0.558
C 1.409 -2.670 -1.228 0.409
C 1.555 -1.837 -2.417 0.699
C 1.963 -2.414 -3.617 -1.064
C 1.986 -1.656 -4.774 -0.940
C 1.549 -0.342 -4.727 -1.020
C 1.176 0.235 -3.517 -0.371
C 1.206 -0.465 -2.310 1.677
H 1.574 -6.525 0.897 0.460
H 0.502 -6.319 3.121 0.428
H -0.459 -4.169 3.847 0.450
H -0.375 -2.186 2.386 0.656
H 2.240 -3.461 -3.649 0.466
H 2.322 -2.091 -5.705 0.441
H 1.511 0.244 -5.636 0.470
H 0.852 1.267 -3.544 0.193
C -2.576 -1.074 -1.518 -1.366
C -2.496 0.422 -1.813 0.590
C -3.866 1.063 -1.958 -1.412
Sb -1.245 1.303 -0.225 0.028
C -2.574 2.126 1.338 1.008
C -3.353 3.331 0.842 -1.296
C -3.465 1.017 1.888 -1.339
C -0.441 3.183 -1.057 0.581
C 1.057 3.064 -1.381 -1.829
C -1.239 3.659 -2.266 -1.445
H -3.117 -1.577 -2.323 0.468
H -3.119 -1.267 -0.590 0.342
H -1.585 -1.526 -1.445 0.209
H -1.902 0.586 -2.715 0.319
H -4.443 0.992 -1.036 0.230
H -4.421 0.532 -2.735 0.497
H -3.809 2.110 -2.255 0.282
H -1.867 2.431 2.109 -0.290
H -3.996 3.077 -0.001 0.219
H -2.704 4.159 0.554 0.323
H -3.995 3.691 1.650 0.478
H -4.194 0.681 1.151 0.254
H -4.026 1.397 2.745 0.438
H -2.883 0.156 2.223 0.289
H -0.574 3.902 -0.246 0.560
H 1.213 2.755 -2.411 0.189
H 1.605 2.354 -0.731 0.772
H 1.555 4.028 -1.263 0.475
H -1.266 2.908 -3.057 0.308
H -0.789 4.564 -2.682 0.457
H -2.264 3.900 -1.987 0.303
```

Its HOMO-LUMO gap is 0.2463 hartree. The total energy is -2484.6218 Ha. For the energy above the lowest of the compared OMol25 structures with the same formula, charge and spin, the calculation gives 1.8464 eV. The HOMO energy is -13.718 eV. As for the total charge: +2. As for the spin multiplicity: 1.


- Among the records above, which one has the highest total charge?
  C29H36HfN5S2Sb


- The highest total charge belongs to which entry?
  C29H36HfN5S2Sb


- What is the formula in the first record?
  C21H40NO11S2Si4Ti